[1]
Molecular formula: C35H99N9O11
Method: DFT, wB97M-V/def2-TZVPD

Computed properties:
Relative energy (zero: lowest compared OMol25 entry of this formula, charge and spin) = 0.0 kcal/mol
HOMO energy = -8.5 eV
2S+1 = 1
DFT total energy = -2713.21507 a.u.
HOMO-LUMO gap = 8.83 eV

Cartesian coordinates (Å):
C1 2.45 -6.11 -1.86
C2 2.21 -4.63 -1.71
O1 3.08 -3.84 -2.54
H1 1.66 -6.67 -1.32
H2 3.44 -6.48 -1.55
H3 2.38 -6.31 -2.94
H4 2.28 -4.32 -0.66
H5 1.17 -4.38 -1.90
H6 2.85 -4.14 -3.43
C3 2.55 1.50 -4.61
C4 1.92 2.07 -3.40
O2 2.54 1.50 -2.26
H7 2.07 1.93 -5.52
H8 2.52 0.41 -4.61
H9 3.58 1.82 -4.68
H10 0.92 1.63 -3.30
H11 1.93 3.15 -3.43
H12 3.50 1.62 -2.25
C5 1.50 -5.62 2.07
C6 0.95 -4.25 1.83
O3 0.07 -4.34 0.72
H13 2.08 -5.54 2.99
H14 2.14 -5.96 1.24
H15 0.74 -6.41 2.15
H16 1.66 -3.44 1.67
H17 0.39 -3.94 2.72
H18 0.02 -3.47 0.26
C7 0.27 -1.14 -1.13
O4 -0.37 -2.13 -0.95
N1 -0.21 0.12 -0.66
N2 1.50 -1.12 -1.90
H19 0.34 0.96 -0.87
H20 -1.24 0.20 -0.83
H21 2.00 -1.99 -2.05
H22 2.04 -0.27 -1.91
C8 0.56 7.90 -0.69
C9 1.60 6.79 -0.64
C10 1.04 5.50 -1.20
O5 -0.17 5.10 -0.52
C11 -0.72 3.98 -1.22
N3 2.76 7.20 -1.47
H23 1.03 8.87 -0.45
H24 -0.32 7.71 -0.07
H25 0.20 8.00 -1.72
H26 1.92 6.60 0.38
H27 1.78 4.69 -1.23
H28 0.78 5.64 -2.26
H29 -1.46 3.49 -0.60
H30 0.05 3.19 -1.38
H31 -1.02 4.27 -2.21
H32 3.47 7.54 -0.83
H33 2.51 8.07 -1.94
C12 6.26 -1.27 4.60
C13 6.27 -0.86 3.16
C14 4.94 -1.14 2.47
O6 4.89 -0.62 1.14
C15 3.80 -1.14 0.35
N4 6.51 0.56 3.03
H34 7.24 -0.98 4.96
H35 6.05 -2.33 4.69
H36 5.49 -0.81 5.22
H37 7.02 -1.49 2.66
H38 4.10 -0.70 2.99
H39 4.79 -2.23 2.44
H40 3.76 -2.23 0.50
H41 4.13 -1.04 -0.67
H42 2.92 -0.61 0.71
H43 6.60 0.74 2.04
H44 7.34 0.94 3.49
C16 5.25 4.21 4.01
C17 3.86 3.59 3.94
C18 3.58 3.14 2.55
O7 2.23 2.65 2.35
C19 2.15 2.17 0.96
N5 3.85 2.43 4.90
H45 5.54 4.51 5.01
H46 5.28 5.11 3.40
H47 5.95 3.47 3.61
H48 3.01 4.19 4.23
H49 4.33 2.36 2.35
H50 3.84 3.94 1.85
H51 3.00 1.55 0.71
H52 2.20 3.01 0.28
H53 1.21 1.67 0.81
H54 2.90 2.12 4.78
H55 4.43 1.64 4.59
C20 -2.33 -7.46 -2.72
C21 -1.62 -6.34 -1.93
C22 -2.11 -4.96 -2.38
O8 -1.99 -4.79 -3.81
C23 -0.69 -4.49 -4.30
N6 -1.75 -6.59 -0.49
H56 -3.40 -7.42 -2.47
H57 -1.92 -8.43 -2.46
H58 -2.30 -7.28 -3.79
H59 -0.57 -6.37 -2.26
H60 -1.46 -4.22 -1.94
H61 -3.17 -4.84 -2.15
H62 -0.82 -4.30 -5.36
H63 -0.01 -5.33 -4.11
H64 -0.31 -3.63 -3.81
H65 -2.69 -6.39 -0.19
H66 -1.11 -5.96 0.00
C24 -3.81 6.09 3.59
C25 -4.15 4.77 2.90
C26 -2.90 3.99 2.49
O9 -3.17 2.73 1.81
C27 -2.00 1.93 1.97
N7 -5.06 3.95 3.72
H67 -4.69 6.71 3.56
H68 -2.99 6.58 3.08
H69 -3.52 5.97 4.63
H70 -4.70 5.08 2.02
H71 -2.32 3.74 3.39
H72 -2.35 4.58 1.75
H73 -2.02 1.55 2.98
H74 -1.12 2.51 1.67
H75 -2.02 1.09 1.27
H76 -4.92 2.98 3.48
H77 -4.84 4.03 4.71
C28 -2.63 1.60 -3.48
C29 -3.44 0.62 -2.72
C30 -3.28 -0.85 -3.22
O10 -3.80 -0.94 -4.53
C31 -3.69 -2.28 -4.96
N8 -3.12 0.73 -1.25
H78 -2.63 1.33 -4.55
H79 -1.60 1.66 -3.08
H80 -3.01 2.60 -3.32
H81 -4.47 0.93 -2.90
H82 -3.91 -1.45 -2.56
H83 -2.22 -1.11 -3.17
H84 -4.31 -2.88 -4.30
H85 -2.65 -2.60 -4.97
H86 -3.98 -2.32 -5.99
H87 -3.76 0.17 -0.69
H88 -3.20 1.68 -0.88
C32 -3.38 -2.63 0.63
C33 -4.69 -2.72 1.46
C34 -5.15 -1.40 2.07
O11 -5.38 -0.57 0.96
C35 -5.91 0.66 1.37
N9 -5.74 -3.51 0.79
H89 -3.35 -1.88 -0.15
H90 -3.23 -3.65 0.26
H91 -2.52 -2.41 1.29
H92 -4.39 -3.30 2.35
H93 -4.44 -0.99 2.81
H94 -6.09 -1.51 2.64
H95 -6.83 0.54 1.94
H96 -6.26 1.17 0.49
H97 -5.16 1.16 1.99
H98 -6.11 -3.09 -0.06
H99 -6.50 -3.74 1.40



[2]
Molecular formula: C5H11NO
Method: DFT, wB97M-V/def2-TZVPD

Computed properties:
Relative energy (zero: lowest compared OMol25 entry of this formula, charge and spin) = 43.1 kcal/mol
HOMO energy = -9.0 eV
2S+1 = 1
DFT total energy = -327.06259 a.u.
HOMO-LUMO gap = 9.91 eV

Cartesian coordinates (Å):
C1 -0.34 -2.55 0.02
N1 -0.70 -1.17 0.31
C2 0.09 2.56 -0.07
C3 -0.65 1.24 0.25
C4 0.03 -0.06 -0.31
C5 1.50 -0.20 0.07
O1 2.36 0.62 -0.13
H1 -0.98 -3.00 -0.74
H2 -0.44 -3.22 0.89
H3 0.70 -2.72 -0.27
H4 -1.69 -1.12 0.22
H5 -0.11 3.24 0.75
H6 -0.35 3.03 -0.96
H7 1.12 2.35 -0.30
H8 -1.63 1.21 -0.23
H9 -0.67 1.03 1.31
H10 -0.01 -0.09 -1.41
H11 1.76 -1.15 0.56



[3]
Molecular formula: C25H35N3O6S
Method: DFT, wB97M-V/def2-TZVPD

Computed properties:
Relative energy (zero: lowest compared OMol25 entry of this formula, charge and spin) = 7.7 kcal/mol
HOMO energy = -9.2 eV
2S+1 = 1
DFT total energy = -1987.62160 a.u.
HOMO-LUMO gap = 9.43 eV

Cartesian coordinates (Å):
C1 -6.87 -1.33 -1.52
C2 -5.46 -0.78 -1.55
O1 -4.81 -0.67 -2.56
N1 -5.02 -0.42 -0.30
C3 -3.79 0.11 0.07
C4 -2.75 0.32 -0.84
C5 -1.55 0.85 -0.40
C6 -1.38 1.17 0.94
C7 -2.40 0.97 1.85
C8 -3.60 0.44 1.42
H1 -4.40 0.28 2.12
H2 -2.23 1.21 2.88
S1 0.16 1.82 1.55
O2 1.25 1.29 0.77
O3 0.22 1.63 2.97
N2 -0.01 3.47 1.25
C9 0.77 4.32 2.12
H3 1.81 4.39 1.81
H4 0.71 3.89 3.12
H5 0.32 5.32 2.14
C10 0.11 3.75 -0.17
C11 1.43 3.27 -0.78
O4 2.51 3.65 -0.43
O5 1.20 2.43 -1.79
C12 2.32 2.00 -2.57
H6 2.11 2.29 -3.61
H7 3.22 2.52 -2.22
C13 2.59 0.49 -2.56
O6 2.84 -0.09 -3.60
N3 2.59 -0.08 -1.35
H8 2.36 0.46 -0.53
C14 2.97 -1.47 -1.17
C15 4.46 -1.51 -0.82
H9 4.66 -0.91 0.06
H10 5.03 -1.11 -1.65
H11 4.80 -2.53 -0.64
H12 2.84 -1.94 -2.16
C16 2.05 -2.21 -0.17
C17 0.59 -1.88 -0.50
H13 0.38 -2.15 -1.53
C18 -0.35 -2.62 0.45
C19 -0.15 -4.12 0.30
C20 1.30 -4.46 0.65
C21 2.25 -3.72 -0.30
H14 2.05 -4.03 -1.33
H15 3.27 -4.00 -0.06
C22 1.59 -4.05 2.09
C23 1.38 -2.54 2.23
C24 -0.06 -2.19 1.88
H16 -0.75 -2.70 2.57
H17 -0.21 -1.11 1.99
C25 2.33 -1.80 1.29
H18 2.19 -0.73 1.41
H19 3.36 -2.05 1.55
H20 1.59 -2.24 3.26
H21 2.62 -4.31 2.35
H22 0.93 -4.58 2.77
H23 1.45 -5.54 0.54
H24 -0.37 -4.43 -0.72
H25 -0.83 -4.66 0.97
H26 -1.39 -2.36 0.19
H27 0.43 -0.81 -0.39
H28 -0.73 3.28 -0.69
H29 0.05 4.83 -0.31
H30 -0.74 1.00 -1.10
H31 -2.89 0.07 -1.87
H32 -5.67 -0.55 0.46
H33 -7.56 -0.58 -1.12
H34 -6.91 -2.21 -0.89
H35 -7.17 -1.59 -2.53



[4]
Molecular formula: BF4H20O10
Method: DFT, wB97M-V/def2-TZVPD

Computed properties:
Relative energy (zero: lowest compared OMol25 entry of this formula, charge and spin) = 16.5 kcal/mol
HOMO energy = -6.9 eV
Charge = -1
2S+1 = 1
DFT total energy = -1189.06426 a.u.
HOMO-LUMO gap = 9.61 eV

Cartesian coordinates (Å):
B1 -0.68 -0.25 0.82
F1 -1.28 0.90 1.18
F2 -0.02 0.03 -0.37
F3 0.21 -0.60 1.84
F4 -1.59 -1.26 0.65
O1 -0.80 -3.75 0.61
H1 -1.09 -2.85 0.88
H2 -1.59 -4.15 0.27
O2 -3.72 0.21 -1.04
H3 -3.58 -0.11 -0.19
H4 -2.86 0.19 -1.45
O3 -1.79 -0.31 -2.77
H5 -0.87 -0.42 -2.52
H6 -2.19 -1.19 -2.64
O4 2.63 1.25 0.65
H7 2.13 1.67 -0.06
H8 2.07 1.21 1.45
O5 -1.58 3.23 -0.53
H9 -1.58 2.46 0.05
H10 -2.03 2.91 -1.33
O6 1.24 2.59 -1.24
H11 0.35 2.80 -1.00
H12 1.19 1.73 -1.62
O7 1.18 0.29 -2.90
H13 1.40 0.93 -3.61
H14 1.90 -0.37 -2.76
O8 2.26 -1.83 3.05
H15 1.50 -1.46 2.63
H16 2.18 -2.72 2.70
O9 1.81 -2.48 0.09
H17 1.48 -1.62 0.20
H18 1.18 -2.97 0.55
O10 0.86 2.33 2.57
H19 0.28 1.59 2.53
H20 1.43 2.02 3.29



[5]
Molecular formula: C19H54Ba2O17
Method: DFT, wB97M-V/def2-TZVPD

Computed properties:
Relative energy (zero: lowest compared OMol25 entry of this formula, charge and spin) = 0.0 kcal/mol
HOMO energy = -13.1 eV
Charge = +2
2S+1 = 1
DFT total energy = -2085.95014 a.u.
HOMO-LUMO gap = 7.36 eV

Cartesian coordinates (Å):
Ba1 3.29 -0.34 -3.89
Ba2 -2.52 -0.24 3.64
C1 -0.31 -1.40 -0.75
C2 0.69 -0.85 -1.59
C3 1.28 0.56 -1.20
O1 2.24 0.97 -1.90
C4 0.77 1.19 -0.05
C5 -0.26 0.63 0.71
C6 -0.84 -0.71 0.33
O2 -1.78 -1.24 1.01
O3 -0.69 1.33 1.69
O4 1.19 -1.48 -2.54
H1 -0.66 -2.38 -1.04
H2 1.21 2.14 0.22
C7 3.38 2.27 2.69
O5 3.65 1.28 3.69
H3 2.95 3.16 3.14
H4 4.31 2.56 2.21
H5 2.61 1.89 2.02
H6 3.79 0.46 3.21
C8 -4.37 1.12 1.03
O6 -4.68 0.12 2.01
H7 -3.39 1.58 1.16
H8 -4.37 0.62 0.06
H9 -5.09 1.94 1.11
H10 -5.30 -0.48 1.57
C9 -0.90 -4.11 -4.12
O7 -0.27 -2.88 -4.39
H11 -0.26 -5.00 -4.05
H12 -1.47 -4.08 -3.19
H13 -1.60 -4.36 -4.92
H14 0.05 -2.45 -3.58
C10 -3.74 -2.23 -2.25
O8 -3.92 -1.98 -0.88
H15 -2.88 -1.68 -2.65
H16 -3.68 -3.29 -2.49
H17 -4.63 -1.92 -2.80
H18 -3.06 -1.90 -0.43
C11 3.78 3.96 -0.52
O9 4.20 2.62 -0.72
H19 3.19 4.29 -1.37
H20 3.17 4.07 0.38
H21 4.63 4.63 -0.44
H22 3.45 2.11 -1.07
C12 -3.12 3.43 3.57
O10 -3.54 2.30 4.35
H23 -3.87 3.77 2.86
H24 -2.86 4.26 4.23
H25 -2.22 3.15 3.02
H26 -4.41 2.48 4.72
C13 0.21 2.02 5.18
O11 -1.04 1.37 5.48
H27 0.09 3.11 5.27
H28 1.02 1.74 5.86
H29 0.52 1.82 4.16
H30 -1.42 1.87 6.21
C14 0.53 4.24 -2.91
O12 0.22 3.71 -4.21
H31 0.51 3.43 -2.20
H32 1.56 4.61 -2.96
H33 -0.14 5.06 -2.67
H34 0.35 4.41 -4.85
C15 -2.61 -3.75 3.22
O13 -3.64 -2.79 3.45
H35 -1.66 -3.26 3.05
H36 -2.53 -4.48 4.02
H37 -2.83 -4.38 2.35
H38 -4.46 -3.28 3.56
C16 3.92 -3.29 -2.01
O14 4.59 -2.01 -2.03
H39 4.15 -3.70 -1.02
H40 2.84 -3.19 -2.05
H41 4.34 -3.91 -2.81
H42 5.51 -2.21 -1.84
C17 1.03 -3.91 1.35
O15 1.21 -3.91 -0.06
H43 1.41 -4.85 1.74
H44 1.52 -3.09 1.88
H45 -0.05 -3.87 1.56
H46 0.95 -3.00 -0.28
C18 -0.84 4.84 0.63
O16 -0.22 4.32 1.81
H47 -1.93 4.75 0.75
H48 -0.59 5.90 0.63
H49 -0.52 4.36 -0.29
H50 -0.36 3.36 1.82
C19 2.74 -3.91 -5.77
O17 2.46 -2.73 -5.03
H51 3.65 -3.76 -6.35
H52 2.92 -4.76 -5.12
H53 1.93 -4.14 -6.46
H54 1.49 -2.63 -4.88



[6]
Molecular formula: C24H49N5O17S2
Method: DFT, wB97M-V/def2-TZVPD

Computed properties:
HOMO energy = -9.1 eV
2S+1 = 1
DFT total energy = -3293.06543 a.u.
HOMO-LUMO gap = 8.49 eV

Cartesian coordinates (Å):
C1 1.12 3.81 -0.61
S1 0.27 3.41 -2.11
O1 0.37 4.56 -2.97
O2 0.91 2.24 -2.68
C2 -1.50 2.95 -1.71
C3 -1.38 1.47 -1.41
O3 -2.55 0.98 -0.74
N1 -2.77 -0.37 -1.13
O4 -3.89 -0.63 -1.10
N2 -1.88 3.77 -0.59
C4 -2.15 5.07 -1.01
O5 -2.01 6.10 -0.35
C5 -2.61 4.93 -2.45
C6 -2.52 3.42 -2.76
S2 -1.81 3.22 -4.49
C7 -3.86 2.65 -2.82
C8 -5.03 2.99 -1.89
N3 -5.58 4.28 -2.18
N4 -4.69 2.97 -0.48
N5 -6.05 1.95 -2.24
H1 0.95 3.10 0.19
H2 2.18 3.94 -0.81
H3 0.73 4.77 -0.26
H4 -1.24 0.94 -2.34
H5 -0.52 1.29 -0.77
H6 -1.45 3.62 0.31
H7 -1.89 5.48 -3.05
H8 -3.55 5.42 -2.63
H9 -2.85 3.77 -5.11
H10 -4.26 2.80 -3.82
H11 -3.67 1.58 -2.76
H12 -5.72 4.41 -3.17
H13 -6.44 4.43 -1.69
H14 -5.42 3.44 0.05
H15 -4.68 2.02 -0.15
H16 -5.68 1.02 -2.08
H17 -6.82 2.08 -1.60
C9 5.39 -0.29 3.74
C10 4.65 -1.39 3.00
O6 3.58 -0.87 2.19
C11 3.95 -0.28 1.06
O7 5.07 -0.17 0.65
O8 2.85 0.15 0.45
C12 3.08 0.86 -0.77
H18 4.69 0.29 4.34
H19 6.14 -0.73 4.40
H20 5.89 0.38 3.05
H21 4.17 -2.07 3.70
H22 5.33 -1.98 2.38
H23 3.67 0.28 -1.47
H24 3.57 1.81 -0.57
H25 2.11 1.06 -1.22
C13 -0.27 -2.23 -0.22
C14 0.99 -2.49 0.58
O9 0.78 -3.46 1.62
C15 0.69 -4.72 1.22
O10 0.81 -5.12 0.09
O11 0.46 -5.48 2.29
C16 0.28 -6.87 2.00
H26 -1.08 -1.92 0.45
H27 -0.09 -1.43 -0.94
H28 -0.59 -3.11 -0.75
H29 1.32 -1.59 1.09
H30 1.81 -2.82 -0.06
H31 1.13 -7.27 1.44
H32 -0.64 -7.02 1.44
H33 0.21 -7.39 2.95
C17 -4.50 -10.83 4.82
C18 -5.06 -10.68 3.42
O12 -5.28 -9.30 3.08
C19 -4.19 -8.60 2.78
O13 -3.07 -9.02 2.73
O14 -4.56 -7.35 2.51
C20 -3.47 -6.48 2.22
H34 -5.15 -10.34 5.54
H35 -4.42 -11.89 5.08
H36 -3.51 -10.38 4.90
H37 -6.04 -11.14 3.35
H38 -4.42 -11.14 2.68
H39 -2.85 -6.87 1.42
H40 -2.87 -6.33 3.12
H41 -3.90 -5.53 1.92
C21 8.31 6.30 -0.83
C22 7.52 5.01 -0.72
O15 6.11 5.25 -0.56
C23 5.46 5.63 -1.66
O16 5.93 5.75 -2.76
O17 4.18 5.82 -1.34
C24 3.36 6.27 -2.42
H42 8.11 6.94 0.04
H43 9.37 6.08 -0.86
H44 8.03 6.86 -1.72
H45 7.81 4.46 0.16
H46 7.68 4.37 -1.59
H47 3.42 5.60 -3.26
H48 3.63 7.28 -2.72
H49 2.34 6.27 -2.04



[7]
Molecular formula: C3H8N2O
Method: DFT, wB97M-V/def2-TZVPD

Computed properties:
Relative energy (zero: lowest compared OMol25 entry of this formula, charge and spin) = 30.5 kcal/mol
HOMO energy = -9.4 eV
2S+1 = 1
DFT total energy = -303.84353 a.u.
HOMO-LUMO gap = 10.30 eV

Cartesian coordinates (Å):
C1 -2.22 0.04 0.04
N1 -0.99 0.08 0.81
C2 0.14 0.65 0.07
O1 0.21 1.76 -0.42
N2 0.99 -0.39 0.08
C3 2.31 -0.40 -0.50
H1 -2.52 1.04 -0.28
H2 -3.00 -0.42 0.64
H3 -2.06 -0.58 -0.85
H4 -1.10 0.52 1.71
H5 0.33 -1.03 0.61
H6 3.10 -0.55 0.25
H7 2.42 -1.18 -1.27
H8 2.49 0.57 -0.99